(1)
This record from the OMol25 dataset describes a cluster of 8 separate species, C17H53N13O8 in total in a non-equilibrium geometry. The level of theory is ωB97M-V/def2-TZVPD.

Cartesian coordinates (Å):
1 C -3.966 0.363 -0.434
2 O -3.585 0.856 -1.673
3 C -2.512 1.794 -1.572
4 C -1.983 2.140 -2.992
5 C -3.081 2.803 -3.838
6 N -1.541 0.923 -3.719
7 H -3.038 -0.107 0.013
8 H -4.634 -0.481 -0.646
9 H -4.463 1.144 0.151
10 H -3.002 2.711 -1.222
11 H -1.771 1.488 -0.813
12 H -1.166 2.825 -2.762
13 H -3.929 2.100 -3.960
14 H -2.613 2.993 -4.832
15 H -3.471 3.726 -3.533
16 H -2.322 0.250 -3.609
17 H -0.800 0.472 -3.146
18 C 0.576 -3.310 5.099
19 O 1.635 -2.885 4.249
20 C 1.857 -1.446 4.236
21 C 2.849 -1.139 3.122
22 C 3.098 0.406 3.225
23 N 2.288 -1.380 1.822
24 H 0.644 -4.395 5.233
25 H -0.403 -2.903 4.794
26 H 0.672 -2.855 6.105
27 H 0.925 -0.928 4.069
28 H 2.236 -1.209 5.254
29 H 3.691 -1.798 3.400
30 H 2.201 1.003 3.013
31 H 3.899 0.746 2.539
32 H 3.565 0.597 4.190
33 H 1.530 -2.007 1.936
34 H 2.945 -1.622 1.068
35 C 0.621 7.481 0.565
36 O 1.036 6.154 0.449
37 C 1.653 5.821 -0.768
38 C 2.127 4.407 -0.528
39 C 2.933 4.000 -1.796
40 N 1.100 3.417 -0.243
41 H 1.470 8.081 0.348
42 H 0.430 7.765 1.611
43 H -0.257 7.714 -0.073
44 H 0.902 5.877 -1.584
45 H 2.457 6.509 -1.095
46 H 2.819 4.359 0.345
47 H 2.237 4.103 -2.663
48 H 3.161 2.931 -1.746
49 H 3.833 4.626 -1.835
50 H 0.510 3.757 0.512
51 H 0.445 3.357 -1.044
52 N -1.896 -2.524 -3.462
53 C -1.298 -3.657 -2.880
54 N -0.164 -4.127 -3.509
55 O -1.922 -4.193 -1.943
56 H -2.661 -2.107 -2.965
57 H -1.185 -1.844 -3.788
58 H 0.125 -3.647 -4.341
59 H 0.312 -4.838 -3.037
60 N -0.066 -4.738 2.482
61 C -0.764 -4.644 1.306
62 N -0.368 -5.431 0.299
63 O -1.650 -3.770 1.226
64 H 0.940 -4.874 2.420
65 H -0.218 -3.977 3.156
66 H -0.939 -5.225 -0.553
67 H -0.188 -6.373 0.543
68 N 2.467 -2.999 -1.443
69 C 2.910 -2.972 -2.777
70 N 2.405 -1.965 -3.511
71 O 3.830 -3.642 -3.222
72 H 2.682 -3.952 -1.115
73 H 1.423 -2.881 -1.371
74 H 1.695 -1.342 -3.200
75 H 2.954 -1.766 -4.300
76 N 0.443 0.204 -0.074
77 C -0.094 -0.868 -0.751
78 N -0.639 -1.810 0.057
79 O -0.024 -1.090 -1.960
80 H 0.765 0.951 -0.686
81 H 0.959 0.044 0.780
82 H -0.891 -1.467 0.998
83 H -1.184 -2.547 -0.417
84 N -2.672 1.552 2.779
85 C -2.196 0.234 2.815
86 N -3.168 -0.748 3.027
87 O -0.991 -0.085 2.661
88 H -3.652 1.735 2.642
89 H -2.056 2.321 2.452
90 H -2.789 -1.682 3.027
91 H -4.041 -0.492 3.410

Summary:
energy relative to the best compared isomer or geometry (same formula, charge and spin) = 0.824 eV
Kohn-Sham gap = 0.3445 hartree
net charge = 0
LUMO level = 0.32 eV
E_HOMO = -9.0547 eV

(2)
This record from the OMol25 dataset describes a structure of composition C33H27HfN8S4. The level of theory is ωB97M-V/def2-TZVPD.

Cartesian coordinates (Å):
1 Hf 0.754 -0.699 0.307
2 C 1.857 3.413 -4.991
3 C 1.722 2.913 -3.578
4 C 0.762 3.444 -2.709
5 C 0.589 2.935 -1.441
6 C 1.387 1.898 -0.950
7 N 1.150 1.344 0.342
8 C 0.983 2.291 1.373
9 C 1.701 3.494 1.341
10 C 1.538 4.480 2.285
11 C 0.620 4.328 3.325
12 C 0.393 5.416 4.338
13 C -0.073 3.137 3.384
14 C 0.127 2.114 2.454
15 N -0.593 0.888 2.709
16 C -1.099 0.521 3.895
17 C -1.771 -0.670 3.741
18 C -1.601 -0.988 2.407
19 N -0.872 -0.056 1.768
20 C 2.356 1.396 -1.808
21 C 2.504 1.876 -3.107
22 N 3.239 0.353 -1.390
23 C 4.530 0.201 -1.722
24 C 4.989 -0.958 -1.138
25 C 3.893 -1.463 -0.447
26 N 2.831 -0.669 -0.597
27 H 1.578 4.464 -5.063
28 H 1.206 2.855 -5.667
29 H 2.879 3.310 -5.356
30 H 0.127 4.255 -3.046
31 H -0.183 3.336 -0.797
32 H 2.406 3.642 0.533
33 H 2.121 5.390 2.211
34 H 0.075 6.342 3.858
35 H 1.310 5.632 4.889
36 H -0.372 5.134 5.060
37 H -0.815 3.014 4.159
38 H -0.953 1.126 4.771
39 H -2.301 -1.225 4.494
40 H -1.975 -1.840 1.874
41 H 3.231 1.411 -3.763
42 H 5.029 0.937 -2.329
43 H 5.980 -1.371 -1.193
44 H 3.813 -2.348 0.158
45 S -0.351 -0.361 -1.984
46 C -1.360 -1.712 -1.499
47 C -2.415 -2.235 -2.245
48 C -3.056 -3.362 -1.777
49 C -2.648 -3.953 -0.579
50 C -1.619 -3.366 0.112
51 N -0.995 -2.263 -0.333
52 H -2.696 -1.761 -3.174
53 H -3.869 -3.796 -2.344
54 H -3.112 -4.851 -0.198
55 H -1.264 -3.784 1.047
56 S 0.596 -6.640 1.324
57 C 1.066 -5.080 1.400
58 S 1.197 -4.204 2.913
59 C 1.550 -2.740 2.073
60 N 1.538 -2.887 0.778
61 N 1.322 -4.199 0.389
62 C 1.718 -4.550 -0.954
63 C 2.620 -5.586 -1.140
64 C 3.045 -5.887 -2.425
65 C 2.589 -5.150 -3.510
66 C 1.703 -4.103 -3.305
67 C 1.260 -3.803 -2.025
68 S 1.861 -1.179 2.724
69 H 2.980 -6.156 -0.296
70 H 3.741 -6.702 -2.575
71 H 2.927 -5.390 -4.509
72 H 1.348 -3.515 -4.141
73 H 0.573 -2.983 -1.877

Summary:
energy relative to the best compared isomer or geometry (same formula, charge and spin) = 0.014 eV
Kohn-Sham gap = 0.2650 hartree
net charge = +1
LUMO level = -3.06 eV
E_HOMO = -10.2671 eV